#w
The following is a quantum chemistry calculation of a cluster of 2 separate species, C3H4ClNO2 in total, from the OMol25 dataset.

Positions of all 11 atoms, in Å:
Cl  0.433  -3.982  0.610
O  0.074  -0.255  -1.986
O  1.000  -0.681  0.086
N  -1.476  -3.680  -1.215
C  1.227  0.716  0.500
C  0.369  -0.867  -1.007
C  -0.436  -3.339  -0.683
H  1.750  1.159  -0.274
H  0.335  1.406  0.477
H  -2.025  -4.636  -1.051
H  1.819  0.576  1.304

Output
Frontier orbital gap (spin up / spin down) (eV): 7.82 / 8.27
Spin multiplicity: 1
Total charge: 0
HOMO level (spin up / spin down) (Ha): -0.3000 / -0.3028

***

#x
The following is a quantum chemistry calculation of a cluster of 2 separate species, C3H4ClNO2 in total, from the OMol25 dataset.

Positions of all 11 atoms, in Å:
Cl  0.575  -1.931  -0.360
O  -2.540  0.775  -0.995
O  -0.415  -0.320  1.375
N  -3.276  0.768  1.199
C  -0.600  -1.304  0.584
C  0.545  0.509  1.285
C  -2.784  0.815  0.131
H  -1.233  -2.095  0.925
H  0.627  1.324  1.962
H  1.359  0.170  0.681
H  -3.342  1.210  2.113

Output
Frontier orbital gap (spin up / spin down) (eV): 8.30 / 8.19
Spin multiplicity: 1
Total charge: 0
HOMO level (spin up / spin down) (Ha): -0.2836 / -0.2798

***

Of them, #w has the lowest stability.

***

#w
The following is a quantum chemistry calculation of a structure of composition C6H15NO2, from the OMol25 dataset.

Positions of all 24 atoms, in Å:
O  2.889  -1.413  -0.474
O  2.385  0.480  0.643
N  3.750  0.562  1.135
C  -0.765  -1.056  1.007
C  -0.327  -0.137  -1.621
C  -2.678  -0.161  -0.339
C  2.085  -0.594  -0.117
C  -0.906  1.405  0.563
C  -1.239  0.013  0.079
H  -1.032  0.490  -2.161
H  -1.437  1.609  1.498
H  4.199  -0.297  0.807
H  -2.959  0.563  -1.105
H  -1.059  -2.056  0.700
H  4.158  1.335  0.612
H  0.547  0.279  -2.127
H  -1.214  2.161  -0.158
H  0.159  1.502  0.772
H  -2.856  -1.162  -0.730
H  0.345  -1.040  1.043
H  -0.562  -1.166  -1.879
H  0.950  -0.441  -0.697
H  -1.095  -0.867  2.031
H  -3.337  -0.010  0.520

Output
Frontier orbital gap (eV): 10.14
Spin multiplicity: 1
Total charge: 0
HOMO level (Ha): -0.3455

***

#x
The following is a quantum chemistry calculation of a structure of composition C6H15NO2, from the OMol25 dataset.

Positions of all 24 atoms, in Å:
O  -1.439  -0.198  1.473
O  -2.316  -1.656  0.014
N  -1.587  0.462  -0.736
C  0.459  -1.545  -0.185
C  2.725  0.067  -0.562
C  1.335  0.543  1.529
C  -1.519  -0.534  0.287
C  -2.443  1.611  -0.451
C  1.396  0.245  0.095
H  -0.134  -2.275  0.356
H  2.630  -0.362  -1.560
H  -3.511  1.375  -0.518
H  3.183  1.056  -0.673
H  0.446  -1.663  -1.270
H  0.304  0.246  1.861
H  -2.298  -1.866  -0.927
H  -2.191  2.421  -1.136
H  1.426  -1.909  0.155
H  2.115  0.054  2.110
H  0.670  0.810  -0.491
H  -1.723  0.094  -1.669
H  3.391  -0.553  0.037
H  -2.225  1.954  0.560
H  1.305  1.622  1.703

Output
Frontier orbital gap (eV): 9.70
Spin multiplicity: 1
Total charge: 0
HOMO level (Ha): -0.3328

***

#y
The following is a quantum chemistry calculation of a cluster of 2 separate species, C6H15NO2 in total, from the OMol25 dataset.

Positions of all 24 atoms, in Å:
O  -3.050  -0.997  2.448
O  2.280  0.620  -2.787
N  -1.434  0.604  2.843
C  1.450  0.044  -0.717
C  1.014  0.634  -2.118
C  0.529  2.061  -1.939
C  -0.993  -1.992  0.454
C  -0.752  -1.487  1.949
C  -1.920  -0.615  2.333
H  1.212  -1.024  -0.785
H  0.271  -1.071  1.859
H  2.408  1.459  -3.252
H  1.280  2.661  -1.401
H  0.364  -0.059  -2.651
H  -2.149  1.276  3.072
H  -0.691  -2.402  2.543
H  -1.772  -2.719  0.474
H  -0.480  0.895  2.761
H  1.263  0.626  0.182
H  -0.422  2.262  -1.433
H  2.553  0.102  -0.690
H  -1.163  -1.186  -0.299
H  -0.026  -2.261  0.023
H  0.231  2.570  -2.868

Output
SMILES string: CCC(N)=O.CC(C)O
Frontier orbital gap (eV): 10.69
Spin multiplicity: 1
Total charge: 0
HOMO level (Ha): -0.3666

***

#z
The following is a quantum chemistry calculation of a cluster of 3 separate species, C6H15NO2 in total, from the OMol25 dataset.

Positions of all 24 atoms, in Å:
O  3.562  -0.592  1.021
O  -1.283  -0.783  -3.031
N  -2.118  -0.598  0.531
C  1.000  0.861  0.287
C  0.318  -0.198  -0.138
C  -0.736  -0.991  0.521
C  -2.326  0.871  0.626
C  1.854  1.831  -0.415
C  -0.410  -2.275  0.791
H  -2.525  1.260  -0.379
H  -1.516  0.159  -2.995
H  -2.519  -1.019  1.360
H  3.058  -0.354  1.796
H  -1.513  -1.128  -2.163
H  1.747  2.887  -0.233
H  0.718  1.094  1.324
H  2.921  1.575  -0.393
H  1.724  1.796  -1.520
H  0.645  -2.478  0.624
H  -1.589  1.451  1.175
H  2.925  -0.648  0.304
H  -1.049  -3.119  0.978
H  -3.307  0.961  1.093
H  0.418  -0.564  -1.166

Output
SMILES string: C=C(/C=C/C)NC.O.O
Frontier orbital gap (eV): 9.26
Spin multiplicity: 1
Total charge: 0
HOMO level (Ha): -0.3154

***

Of them, #w has the lowest stability.

***

#w
The following is a quantum chemistry calculation of an isolated molecule of C12H15N3O2S, from the OMol25 dataset.

Positions of all 33 atoms, in Å:
S  -3.386  1.650  0.724
O  4.111  0.205  -0.523
O  1.326  2.209  -0.538
N  -3.378  -0.641  -0.402
N  -2.146  -0.180  -0.579
N  -0.799  1.708  -0.092
C  -1.949  0.986  -0.070
C  2.889  -0.365  -0.460
C  2.008  -0.268  -1.661
C  2.708  -0.937  0.764
C  -6.022  -1.507  0.040
C  0.447  1.391  -0.626
C  6.095  0.545  0.856
C  -4.165  0.136  0.236
C  -5.584  -0.145  0.561
C  0.561  0.043  -1.277
C  3.899  -0.695  1.495
C  4.722  0.005  0.666
H  4.109  -1.002  2.499
H  0.168  -0.714  -0.598
H  -5.710  -0.095  1.647
H  6.097  1.626  0.720
H  -5.905  -1.552  -1.039
H  -0.083  0.034  -2.159
H  -5.412  -2.291  0.478
H  6.779  0.114  0.125
H  -0.835  2.622  0.345
H  6.446  0.309  1.856
H  2.402  0.524  -2.300
H  2.030  -1.208  -2.221
H  -7.064  -1.684  0.292
H  1.844  -1.466  1.111
H  -6.204  0.646  0.129

Output
SMILES string: CCc1nnc(NC(=O)CCc2ccc(C)o2)s1
Frontier orbital gap (eV): 8.41
Spin multiplicity: 1
Total charge: 0
HOMO level (Ha): -0.2909

***

#x
The following is a quantum chemistry calculation of an isolated molecule of C12H15N3O2S, from the OMol25 dataset.

Positions of all 33 atoms, in Å:
S  -0.052  -0.347  0.629
O  -2.041  0.023  2.314
O  -4.863  1.817  1.074
N  -2.441  0.920  0.271
N  -0.916  0.800  -1.499
N  0.288  0.335  -1.814
C  4.590  -0.575  0.063
C  -5.995  2.146  1.708
C  0.890  -0.281  -0.864
C  2.257  -0.865  -0.940
C  -4.095  1.137  1.962
C  2.723  -1.014  -2.399
C  -5.984  1.695  2.995
C  3.197  0.018  -0.095
C  3.334  -2.382  -2.681
C  -2.779  0.636  1.571
C  -4.749  1.037  3.165
C  -1.250  0.539  -0.278
H  4.189  -2.573  -2.039
H  4.535  -1.566  0.509
H  3.264  1.003  -0.562
H  2.599  -3.167  -2.517
H  2.219  -1.855  -0.470
H  -3.076  1.432  -0.326
H  2.753  0.147  0.895
H  -4.377  0.552  4.043
H  -6.757  1.817  3.725
H  5.095  -0.652  -0.896
H  1.868  -0.862  -3.057
H  3.448  -0.232  -2.629
H  3.664  -2.438  -3.716
H  5.190  0.059  0.711
H  -6.727  2.695  1.148

Output
SMILES string: CCC(CC)c1nnc(NC(=O)c2ccco2)s1
Frontier orbital gap (eV): 9.05
Spin multiplicity: 1
Total charge: 0
HOMO level (Ha): -0.3253

***

Of them, #x has the lowest stability.

***

#w
The following is a quantum chemistry calculation of an isolated molecule of C5H8FNO, from the OMol25 dataset.

Positions of all 16 atoms, in Å:
F  -2.123  0.099  -0.552
O  1.100  -1.398  0.127
N  0.355  1.994  0.052
C  1.673  -0.257  -0.384
C  -0.017  0.726  0.776
C  -1.191  -0.248  0.483
C  -0.316  -1.479  0.077
C  0.568  0.836  -0.532
H  0.601  0.524  1.589
H  -0.180  0.568  -1.345
H  -0.609  -1.697  -0.977
H  2.330  -0.321  -1.303
H  2.503  -0.004  0.408
H  1.031  2.424  0.528
H  -0.451  -2.400  0.752
H  -1.703  -0.234  1.426

Output
SMILES string: F[C@H]1COC[C@@H]2N[C@H]21
Frontier orbital gap (eV): 10.00
Spin multiplicity: 1
Total charge: 0
HOMO level (Ha): -0.3336

***

#x
The following is a quantum chemistry calculation of an isolated molecule of C5H8FNO, from the OMol25 dataset.

Positions of all 16 atoms, in Å:
F  -1.058  -3.341  0.088
O  -1.410  -0.377  -0.606
N  1.442  0.453  -0.583
C  -0.200  -2.314  0.440
C  0.453  0.020  0.581
C  -0.984  1.062  -0.776
C  -0.530  -1.014  0.137
C  -0.360  1.295  0.489
H  1.787  1.380  -0.353
H  -0.265  1.133  -1.626
H  -2.051  1.433  -1.070
H  0.421  2.000  0.250
H  1.102  -0.255  1.401
H  0.576  -2.529  1.313
H  2.115  -0.373  -0.992
H  -1.040  1.426  1.305

Output
SMILES string: N[C@H]1CCO/C1=C\F
Frontier orbital gap (eV): 9.38
Spin multiplicity: 1
Total charge: 0
HOMO level (Ha): -0.3129

***

Of them, #w has the lowest stability.